No. 1
Below is a structure of composition C48H52F9FeGeN2O4PS, with properties calculated with ωB97M-V with the def2-TZVPD basis set.

Properties
E_tot = -7249.6712 Eh
Energy above the lowest of the compared OMol25 structures with the same formula, charge and spin = 255.1 kJ/mol
F_max = 4.5 eV/A
2S+1 = 5
LUMO (alpha / beta) = 0.02 / 0.01 eV

The geometry in XYZ format:
```
119
Properties=species:S:1:pos:R:3:forces:R:3:lowdin_charge:R:1
Fe -0.57304 1.52488 0.41729 -1.2 -1.2 0.8 0.649
C -4.98392 0.66746 -0.08328 -1.5 -0.7 0.2 -0.041
C -3.62981 0.23921 0.36572 -0.4 -0.2 -0.3 -0.547
C -3.76939 -1.06212 1.14977 0.2 -0.6 -0.7 -0.010
O -2.99595 1.28809 1.12593 -0.7 0.5 0.2 -0.067
C -2.85387 -0.03866 -0.94301 2.4 0.5 -1.2 -0.484
O -3.38491 -0.65598 -1.90127 1.3 1.1 2.3 0.012
O -1.59691 0.44838 -0.93517 -3.6 -1.1 -0.3 -0.181
H -5.63594 0.86717 0.80319 0.3 0.0 -0.7 0.104
H -5.39141 -0.19035 -0.66794 0.0 0.8 0.5 0.107
H -4.92040 1.50894 -0.75442 -0.2 0.5 -0.1 0.089
H -4.61891 -1.03399 1.85235 0.6 0.1 0.1 0.095
H -2.79546 -1.31702 1.57965 -0.4 0.0 0.4 0.069
H -4.00051 -1.85336 0.39986 0.1 0.4 0.5 0.097
H -3.68739 1.85283 1.55001 0.7 -0.9 -0.5 0.120
C 4.77844 1.09593 -0.01819 -0.9 -0.1 -0.7 -0.010
C 3.33297 0.93510 -0.40859 -0.1 -0.2 -0.2 -0.319
C 2.83350 0.60128 -1.65771 0.7 -0.3 -0.3 -0.008
C 1.43987 0.36959 -1.51025 1.6 0.3 2.5 -0.286
N 1.11699 0.59209 -0.18423 1.6 0.3 -1.9 -0.017
N 2.29094 1.00614 0.44682 0.5 -0.8 -0.4 0.065
C 0.50577 -0.08495 -2.56218 0.8 0.1 -1.3 -0.034
H 5.21544 0.16160 0.29562 0.0 -0.4 0.2 0.050
H 4.88502 1.80491 0.78923 0.3 0.4 0.0 0.072
H 5.30185 1.35506 -0.94133 0.2 0.4 0.4 0.085
H 3.50090 0.48112 -2.54573 -1.0 0.1 0.8 0.130
H 2.43244 1.08879 1.48016 -1.0 -0.2 -1.5 0.170
H 0.65963 0.64927 -3.38740 -0.6 -0.3 0.4 0.090
H -0.52201 -0.09940 -2.17879 0.4 -0.2 -0.6 0.037
H 0.86836 -1.03050 -3.05340 -0.4 0.5 0.8 0.095
C 1.32837 2.39064 4.52232 0.5 -0.6 0.7 -0.244
Ge -0.38570 1.58942 3.90721 -0.2 -0.3 -0.3 0.772
C -1.20955 0.25500 5.12837 0.6 0.1 0.6 -0.234
C -1.48944 3.24828 4.05597 1.2 0.1 0.4 -0.222
C -0.30735 0.58626 2.23102 -0.2 0.7 0.5 -0.381
H 1.43791 2.32640 5.63297 -0.1 -0.1 -0.8 0.023
H 1.39437 3.45913 4.28792 -0.1 -0.2 -0.2 0.002
H 2.18893 1.86109 4.07983 -0.1 0.3 0.2 -0.006
H -0.77863 0.31814 6.12545 -0.1 0.1 0.3 -0.002
H -0.97195 -0.75893 4.78891 -0.2 0.2 -0.2 0.008
H -2.28706 0.37899 5.23359 0.0 0.0 -0.2 0.008
H -0.98123 3.95202 4.76654 -0.5 -0.6 -0.5 0.030
H -2.44307 2.97780 4.43869 -1.0 0.0 0.3 -0.013
H -1.59932 3.76583 3.11787 -0.1 0.2 -0.4 -0.046
H -1.13959 -0.13092 2.25935 0.3 0.0 0.2 -0.038
H 0.62507 0.03980 2.10013 0.1 -0.2 0.4 -0.051
O -0.30861 3.42172 0.48986 -0.3 4.5 0.0 -0.600
S -0.73113 4.94538 0.71277 -0.3 -2.8 -0.8 1.071
C -2.43713 5.07621 -0.02957 0.7 0.1 0.0 -0.245
C -2.54370 5.10295 -1.52877 -0.7 0.4 -0.9 -0.273
C -1.71347 4.33007 -2.35928 -0.5 0.0 0.4 -0.068
C -1.85122 4.35635 -3.72515 -2.0 0.7 -0.4 -0.052
C -2.87328 5.16155 -4.30237 1.5 -0.1 -0.3 -0.074
C -3.62666 6.00944 -3.53482 -0.3 -0.3 1.1 -0.084
C -3.52240 5.92815 -2.13244 0.7 -0.1 -0.2 -0.027
C 0.13723 6.00419 -0.48451 0.9 0.6 -0.2 -0.284
C 1.42163 5.39674 -1.01580 -0.9 0.1 -0.4 -0.282
C 2.45480 5.05586 -0.16158 -0.1 0.1 0.4 -0.040
C 3.56332 4.36645 -0.67992 0.2 0.6 1.6 -0.088
C 3.66832 4.14133 -2.01877 -0.6 -0.1 -1.1 -0.082
C 2.66803 4.63839 -2.88272 1.3 -0.2 0.1 -0.070
C 1.53592 5.23078 -2.40694 -1.1 0.3 0.4 -0.042
H -2.80791 6.02974 0.35392 -0.2 -0.3 0.3 0.099
H -2.93912 4.21022 0.40324 -0.1 0.1 0.2 0.091
H -1.01190 3.64952 -1.91414 0.4 -0.1 0.2 0.103
H -1.30691 3.68770 -4.35092 0.5 -0.3 -0.3 0.104
H -2.98250 5.21992 -5.37838 0.1 -0.2 0.0 0.103
H -4.32675 6.70334 -3.99269 0.0 -0.2 0.1 0.107
H -4.21206 6.53869 -1.55270 0.3 -0.1 0.2 0.111
H 0.42040 6.91480 0.04651 -0.2 -0.1 0.5 0.101
H -0.54535 6.33166 -1.27402 0.2 -0.4 0.1 0.088
H 2.36740 5.34123 0.91629 0.2 -0.5 -1.0 0.134
H 4.37482 4.11552 0.01292 -0.3 -0.2 -0.4 0.108
H 4.46557 3.53354 -2.44412 0.1 0.4 0.2 0.108
H 2.89329 4.64491 -3.92612 -0.2 -0.4 -0.7 0.099
H 0.68329 5.54557 -3.06363 1.1 -0.3 0.6 0.125
F -3.16669 -6.97932 4.46025 0.0 0.9 0.2 0.119
C -2.16688 -6.10757 4.78806 0.4 -1.5 0.4 -0.541
F -2.66152 -5.16080 5.61696 0.2 -0.7 -0.4 0.144
F -1.28939 -6.90032 5.48239 -0.4 1.0 -0.1 0.105
C -1.53666 -5.52095 3.57377 1.3 -0.4 -1.3 -0.109
C -0.18296 -5.73696 3.20488 -0.2 -0.7 1.0 0.003
C 0.38142 -5.14874 2.07549 0.4 0.1 1.0 -0.087
C -0.38331 -4.29153 1.31707 -0.2 -1.1 0.3 -0.375
C -1.77976 -4.26636 1.55141 1.1 1.3 -1.4 -0.069
C -2.34338 -4.86696 2.64714 0.1 0.3 -0.2 -0.013
P 0.30240 -3.23782 0.04883 -1.0 1.7 -1.0 1.127
C 2.10068 -3.15194 0.07066 0.1 -1.1 0.5 -0.378
C 2.90443 -3.43192 -1.00313 0.3 0.1 -1.4 -0.084
C 4.29198 -3.34525 -0.95643 0.3 0.5 0.6 -0.002
C 4.88865 -2.92944 0.23485 0.4 -0.3 1.2 -0.108
C 4.08761 -2.68551 1.40311 1.3 0.1 -1.4 0.003
C 2.72198 -2.80774 1.25833 0.0 -0.1 1.3 -0.110
C 6.42672 -2.85266 0.37764 -0.5 0.4 -1.3 -0.485
F 6.87504 -1.60192 -0.06878 -0.3 -1.5 0.9 0.075
F 6.81627 -3.02354 1.65801 0.1 0.2 -1.1 0.130
F 7.07519 -3.76846 -0.42732 -0.7 1.0 1.2 0.103
C -0.15956 -4.10543 -1.48628 -0.3 0.6 0.5 -0.375
C -1.21995 -3.53528 -2.15852 -0.7 -0.2 -1.3 -0.078
C -1.63270 -3.99306 -3.43021 -0.4 0.3 0.2 0.020
C -1.00786 -5.09050 -4.03097 1.3 0.4 1.7 -0.105
C 0.03541 -5.68684 -3.27129 -0.1 -1.1 -0.1 -0.001
C 0.42446 -5.22948 -2.01547 0.2 -0.2 -0.7 -0.091
C -1.31692 -5.53439 -5.42359 -1.5 -0.1 -0.7 -0.538
F -1.30700 -4.47864 -6.29065 0.1 -0.7 0.5 0.120
F -0.48087 -6.46636 -5.89235 0.0 0.3 0.1 0.141
F -2.58863 -6.08461 -5.53001 1.2 0.6 0.2 0.097
H 0.47983 -6.41353 3.77374 -0.7 0.5 0.0 0.126
H 1.46272 -5.27228 1.90598 -0.6 0.0 0.0 0.115
H -2.32165 -3.65487 0.80019 -0.2 -0.6 0.9 0.100
H -3.40509 -4.78533 2.74248 -0.5 -0.1 0.4 0.123
H 2.45481 -3.69198 -1.94975 0.0 -0.1 -0.1 0.099
H 4.87903 -3.59240 -1.84368 -0.1 0.1 0.4 0.128
H 4.59466 -2.39770 2.34332 -0.6 -0.3 -0.6 0.129
H 2.08917 -2.78499 2.13090 0.0 0.5 0.4 0.105
H -1.76463 -2.71337 -1.72014 0.1 0.3 -0.1 0.079
H -2.44661 -3.42421 -3.91065 0.5 -0.5 0.1 0.137
H 0.53754 -6.61925 -3.57155 -0.4 0.6 -0.4 0.123
H 1.23406 -5.69220 -1.45968 -0.1 -0.3 -0.3 0.114
```
Forces are in eV/Å.

***

No. 2
Below is a structure of composition C48H53AsN4PPbS4Si, with properties calculated with ωB97M-V with the def2-TZVPD basis set.

Properties
E_tot = -6732.2828 Eh
Energy above the lowest of the compared OMol25 structures with the same formula, charge and spin = 130.0 kJ/mol
F_max = 1.4 eV/A
LUMO = 2.12 eV
Charge = -1

The geometry in XYZ format:
```
113
Properties=species:S:1:pos:R:3:forces:R:3:lowdin_charge:R:1
Pb -0.38669 1.46962 0.69311 0.4 1.2 0.4 0.831
S -0.20932 4.17763 4.09334 0.1 -0.1 -0.1 -0.136
As -1.79642 3.65580 2.82460 0.0 0.4 0.3 -0.487
S -1.86425 1.37036 2.68958 -0.1 -0.4 0.0 0.098
S -1.28868 3.96897 0.68571 -0.1 0.0 -0.1 0.060
S -3.71187 4.33415 3.31966 0.0 -0.1 -0.1 -0.180
C -1.30903 1.21943 -1.28178 0.1 -0.3 0.2 -0.377
Si -0.54964 1.63770 -2.92116 0.0 0.0 -0.2 0.632
C 1.04240 0.67581 -3.24934 0.5 -0.1 0.2 -0.216
N 1.95892 0.58680 -2.12760 -0.4 0.2 0.3 -0.212
C 2.42292 -0.67027 -1.60436 0.0 0.1 -0.2 -0.202
C 3.90396 -0.91512 -1.90009 0.0 0.0 0.0 -0.178
C 4.73534 0.27166 -1.41207 0.0 0.0 -0.1 -0.197
C 4.23013 1.55970 -2.06533 -0.1 0.0 0.0 -0.170
C 2.74499 1.73949 -1.73836 0.2 -0.2 -0.1 -0.177
C -1.71109 1.02097 -4.27864 -0.1 0.0 -0.1 -0.225
C -1.91217 -0.35094 -4.47181 0.0 0.0 0.0 -0.100
C -2.66333 -0.83095 -5.53447 0.0 0.0 0.0 -0.096
C -3.24432 0.05934 -6.42940 0.0 0.0 0.0 -0.105
C -3.08570 1.42386 -6.24094 0.0 0.0 0.0 -0.094
C -2.32738 1.89682 -5.17541 0.0 -0.1 0.0 -0.084
C -0.29797 3.47239 -3.20513 0.1 0.1 0.2 -0.255
C -1.15168 4.40543 -2.61185 0.0 0.0 0.0 -0.134
C -0.94408 5.77163 -2.75835 0.0 0.0 0.0 -0.079
C 0.12983 6.23238 -3.50315 0.0 0.0 0.0 -0.092
C 0.98186 5.32433 -4.12057 0.0 0.0 0.0 -0.094
C 0.76195 3.96230 -3.97788 0.0 0.0 0.0 -0.111
H -1.59779 0.17139 -1.19703 -0.3 0.0 -0.3 -0.038
H -2.16507 1.85230 -1.03478 -0.1 -0.1 -0.3 -0.012
H 1.54596 1.07901 -4.14493 -0.1 -0.1 -0.1 0.083
H 0.73040 -0.33781 -3.51690 0.0 0.0 0.0 0.075
H 1.81228 -1.47966 -2.01095 0.0 0.0 0.1 0.122
H 2.27848 -0.67147 -0.51381 0.0 0.0 -0.1 0.068
H 4.03611 -1.02560 -2.98211 0.0 -0.1 0.0 0.114
H 4.23555 -1.84536 -1.42686 0.0 0.0 -0.1 0.090
H 5.79368 0.11221 -1.63160 0.0 0.0 0.0 0.104
H 4.63439 0.36439 -0.32264 0.0 0.0 0.0 0.110
H 4.36897 1.49612 -3.15102 0.0 0.0 0.0 0.110
H 4.78819 2.42514 -1.69836 0.0 0.0 0.0 0.109
H 2.34083 2.63235 -2.21647 0.0 0.0 0.0 0.111
H 2.66751 1.88701 -0.65693 0.0 0.1 -0.1 0.088
H -1.47563 -1.06094 -3.77445 0.0 0.0 0.0 0.090
H -2.79053 -1.89831 -5.67116 0.0 0.0 0.0 0.097
H -3.82001 -0.31157 -7.26889 0.0 0.0 0.0 0.095
H -3.54622 2.12314 -6.92877 0.0 0.0 0.0 0.098
H -2.20668 2.96623 -5.04132 0.0 0.0 0.0 0.096
H -1.98532 4.07215 -2.00550 0.0 0.0 0.0 0.063
H -1.60896 6.46886 -2.26457 0.0 0.0 0.0 0.107
H 0.30779 7.29657 -3.59950 0.0 0.0 0.0 0.097
H 1.82788 5.67753 -4.69810 0.0 0.0 0.0 0.096
H 1.43209 3.27146 -4.47850 0.0 0.0 0.1 0.090
C 2.56116 -5.30741 1.05434 0.0 0.0 0.0 -0.097
C 1.47294 -5.13027 1.89198 0.0 0.0 0.0 -0.086
C 1.01592 -3.85134 2.19392 0.1 0.0 0.1 -0.095
C 1.64291 -2.72723 1.66555 0.1 0.1 -0.2 -0.340
C 2.74333 -2.92087 0.82306 0.0 0.0 0.1 -0.111
C 3.19867 -4.19317 0.52086 0.0 0.0 0.0 -0.080
P 1.00673 -1.01182 1.93222 -0.3 -0.5 0.2 1.065
C 0.07842 -1.25641 3.49325 -0.1 0.0 -0.1 -0.397
C -1.23244 -1.71786 3.36726 0.0 0.0 0.0 -0.183
C -2.01482 -1.94635 4.48611 0.0 0.0 0.0 -0.087
C -1.50089 -1.69323 5.75119 0.0 0.0 0.0 -0.082
C -0.20760 -1.21161 5.88345 0.0 0.0 0.0 -0.071
C 0.58217 -0.99509 4.76015 0.0 0.0 0.1 -0.062
C 2.49580 -0.12709 2.45565 0.0 0.2 -0.1 -0.330
C 3.48553 -0.79396 3.13495 0.1 0.0 0.0 -0.107
C 4.64630 -0.13777 3.57869 0.0 -0.1 0.0 -0.076
C 4.79044 1.19323 3.32983 0.0 0.1 0.0 -0.037
C 3.79960 1.92319 2.63366 0.0 0.0 0.0 -0.163
C 3.99604 3.30732 2.40516 0.1 -0.1 0.1 -0.039
C 3.05387 4.03508 1.75973 -0.1 0.1 -0.1 -0.064
C 1.87898 3.40736 1.28922 0.2 0.1 0.1 -0.204
C 1.64363 2.07691 1.48122 0.1 -0.4 0.0 -0.282
C 2.61125 1.27741 2.17853 0.0 0.1 -0.1 -0.178
H 2.92036 -6.30341 0.82672 0.0 0.0 0.0 0.097
H 0.97360 -5.99035 2.32172 0.0 0.0 0.0 0.101
H 0.17726 -3.73486 2.86757 0.0 0.0 0.0 0.092
H 3.26572 -2.06237 0.42148 0.0 -0.1 0.1 0.073
H 4.05414 -4.31534 -0.13248 0.0 0.0 0.0 0.100
H -1.64324 -1.86095 2.37466 0.0 0.0 0.0 0.071
H -3.03448 -2.29661 4.37232 0.0 0.0 0.0 0.092
H -2.11284 -1.85169 6.63024 0.0 0.0 0.0 0.099
H 0.19237 -0.99486 6.86613 0.0 0.0 0.0 0.102
H 1.58120 -0.59893 4.88266 0.0 0.0 0.0 0.101
H 3.37375 -1.85179 3.33952 0.0 0.0 0.0 0.109
H 5.40640 -0.68959 4.11735 0.0 0.0 0.0 0.100
H 5.67525 1.72354 3.66490 0.0 0.0 0.0 0.110
H 4.90889 3.76707 2.76750 0.0 0.0 0.0 0.108
H 3.18037 5.09964 1.60801 0.0 0.0 0.0 0.109
H 1.14863 4.01687 0.77645 0.0 0.0 0.1 0.010
C -6.05667 -1.80967 1.57799 0.0 0.0 0.0 -0.168
C -5.15455 -0.67406 2.01459 0.0 0.0 -0.1 -0.192
N -4.07846 -0.56975 1.04819 0.0 0.0 0.1 0.065
C -3.40583 -1.66831 0.57482 0.0 0.0 -0.2 -0.400
N -2.26863 -1.47573 -0.01194 -0.1 -0.3 0.1 0.042
C -1.61764 -2.62474 -0.61761 -0.1 0.1 0.1 -0.233
C -1.87603 -3.90394 0.16094 0.0 0.0 0.0 -0.170
C -3.37409 -4.10616 0.26298 0.0 0.1 0.0 -0.162
N -4.03737 -2.88758 0.70592 0.0 0.0 0.0 -0.040
C -5.22520 -3.07407 1.52644 0.0 0.0 -0.1 -0.174
H -6.44489 -1.58789 0.58113 -0.1 0.0 0.0 0.120
H -6.89742 -1.93942 2.26068 0.0 0.0 0.0 0.113
H -4.77748 -0.85092 3.03075 0.0 0.0 0.0 0.112
H -5.68651 0.27593 2.02680 0.0 0.0 0.0 0.126
H -3.47162 0.23280 1.18030 0.0 0.0 0.0 0.030
H -0.54468 -2.41540 -0.67256 0.0 0.0 0.0 0.092
H -1.97607 -2.75936 -1.64953 0.1 0.0 0.0 0.109
H -1.45138 -3.80063 1.16023 0.0 -0.1 0.0 0.085
H -1.41213 -4.76882 -0.31770 0.0 0.0 0.0 0.115
H -3.60303 -4.89877 0.98050 0.0 0.0 0.0 0.117
H -3.77899 -4.41583 -0.70830 0.0 0.0 0.0 0.122
H -4.93767 -3.36790 2.54634 0.0 0.0 0.0 0.119
H -5.80153 -3.89962 1.10119 0.0 0.0 0.0 0.118
```
Forces are in eV/Å.

***

- The highest F_max belongs to which entry?
  C48H52F9FeGeN2O4PS

***

- The lowest energy above the lowest of the compared OMol25 structures with the same formula, charge and spin belongs to which entry?
  C48H53AsN4PPbS4Si

***

- The lowest E_tot belongs to which entry?
  C48H52F9FeGeN2O4PS